No. 1
A 5-piece molecular cluster, C18H44N2O5 overall, computed with ωB97M-V/def2-TZVPD.

Each line ends with the natural charge from an NBO analysis.
Element x y z (Å)
C  3.54  -3.20  -1.75  -0.641
C  2.49  -2.52  -0.87  0.114
C  1.52  -3.58  -0.34  -0.602
C  3.16  -1.86  0.33  -0.395
C  3.87  -0.57  0.03  -0.405
C  2.89  0.40  -0.62  -0.392
C  2.22  -0.16  -1.86  0.110
C  1.00  0.69  -2.20  -0.602
C  3.17  -0.22  -3.07  -0.639
N  1.71  -1.49  -1.54  -0.213
O  0.93  -2.02  -2.59  -0.611
H  3.82  -4.14  -1.28  0.206
H  3.06  -3.48  -2.70  0.224
H  4.42  -2.60  -1.96  0.205
H  0.73  -3.09  0.22  0.221
H  1.10  -4.17  -1.15  0.216
H  2.09  -4.23  0.34  0.200
H  2.42  -1.65  1.12  0.207
H  3.84  -2.57  0.82  0.208
H  4.27  -0.11  0.94  0.212
H  4.73  -0.67  -0.65  0.195
H  3.37  1.35  -0.87  0.209
H  2.10  0.68  0.09  0.205
H  1.19  1.77  -2.16  0.212
H  0.19  0.44  -1.52  0.199
H  0.65  0.51  -3.22  0.217
H  2.69  -0.75  -3.88  0.227
H  4.14  -0.63  -2.77  0.202
H  3.38  0.79  -3.46  0.203
H  0.02  -1.84  -2.33  0.494
C  -0.96  -0.13  1.38  -0.660
C  -2.15  0.81  1.60  0.117
C  -3.41  0.09  1.13  -0.601
C  -2.31  1.06  3.10  -0.405
C  -1.31  2.04  3.67  -0.403
C  -1.29  3.34  2.89  -0.386
C  -1.15  3.15  1.39  0.090
C  -1.55  4.44  0.71  -0.608
C  0.32  2.91  1.03  -0.635
N  -2.04  2.09  0.93  -0.196
O  -1.96  1.94  -0.49  -0.605
H  -1.18  -1.17  1.60  0.246
H  -0.69  -0.08  0.31  0.208
H  -0.05  0.21  1.86  0.204
H  -3.32  -0.19  0.07  0.199
H  -3.57  -0.80  1.73  0.226
H  -4.29  0.73  1.22  0.204
H  -3.35  1.31  3.34  0.205
H  -2.16  0.11  3.63  0.216
H  -1.43  2.22  4.74  0.215
H  -0.31  1.59  3.63  0.196
H  -0.48  3.99  3.23  0.212
H  -2.20  3.90  3.14  0.203
H  -1.43  4.40  -0.38  0.220
H  -1.12  5.35  1.13  0.213
H  -2.64  4.58  0.80  0.208
H  0.89  3.83  1.09  0.209
H  0.44  2.53  0.01  0.224
H  0.85  2.19  1.67  0.202
H  -2.87  2.11  -0.77  0.473
O  -5.02  -1.94  -2.16  -0.954
H  -5.32  -2.77  -1.78  0.480
H  -5.79  -1.37  -2.19  0.478
O  -1.78  -1.51  -1.83  -0.981
H  -2.74  -1.56  -1.88  0.508
H  -1.60  -0.57  -1.69  0.493
O  -2.02  -3.14  0.68  -0.964
H  -1.88  -2.72  -0.17  0.491
H  -1.80  -4.06  0.55  0.469

Properties
- Orbital gap: 8.04 eV
- Multiplicity: 1
- Net charge: 0

No. 2
C39H70BaN9O as an isolated structure, computed with ωB97M-V/def2-TZVPD.

Each line ends with the Löwdin charge.
Element x y z (Å)
Ba  1.69  -3.87  3.09  1.733
C  -1.05  -0.90  0.28  -0.059
C  0.33  -1.15  0.82  -0.633
C  1.15  0.11  0.83  -0.062
O  0.32  -1.83  2.04  -0.526
H  -1.65  -1.81  0.29  0.060
H  -1.04  -0.42  -0.71  0.071
H  -1.56  -0.20  0.96  0.069
H  0.86  -1.85  0.11  0.111
H  1.34  0.36  -0.21  0.055
H  2.10  -0.05  1.35  0.041
H  0.63  0.95  1.31  0.076
C  3.91  3.30  0.59  -0.096
C  2.66  3.81  1.32  -0.251
C  2.42  5.33  1.24  -0.170
C  3.66  6.06  1.53  -0.246
N  4.62  6.62  1.76  0.161
H  3.85  3.56  -0.48  0.080
H  3.96  2.21  0.60  0.043
H  4.81  3.69  1.06  0.075
H  2.79  3.56  2.37  0.096
H  1.78  3.28  0.93  0.088
H  1.76  5.59  2.07  0.122
H  1.97  5.65  0.31  0.113
C  -1.32  4.49  0.09  -0.087
C  -1.29  3.02  -0.27  -0.280
C  -2.05  2.68  -1.54  -0.205
C  -3.47  3.01  -1.50  -0.245
N  -4.59  3.23  -1.48  0.173
H  -0.46  4.99  -0.37  0.064
H  -1.23  4.63  1.17  0.075
H  -2.24  5.00  -0.19  0.076
H  -1.64  2.37  0.56  0.094
H  -0.26  2.69  -0.35  0.047
H  -1.97  1.60  -1.70  0.075
H  -1.61  3.21  -2.39  0.123
C  -1.53  -3.71  -2.73  -0.100
C  -1.26  -4.96  -1.94  -0.251
C  -1.57  -4.78  -0.44  -0.195
C  -2.96  -4.46  -0.18  -0.214
N  -4.06  -4.18  0.01  0.191
H  -2.57  -3.39  -2.64  0.081
H  -1.32  -3.83  -3.79  0.075
H  -0.92  -2.90  -2.32  0.063
H  -0.22  -5.29  -2.06  0.108
H  -1.87  -5.80  -2.28  0.120
H  -0.97  -3.95  -0.06  0.095
H  -1.24  -5.68  0.08  0.115
C  2.62  -1.34  -2.96  -0.094
C  3.29  -0.28  -3.85  -0.229
C  3.48  1.06  -3.11  -0.163
C  2.21  1.60  -2.62  -0.214
N  1.24  2.00  -2.23  0.212
H  1.57  -1.09  -2.80  0.055
H  3.04  -1.30  -1.94  0.056
H  2.73  -2.33  -3.37  0.079
H  2.68  -0.14  -4.74  0.100
H  4.29  -0.62  -4.10  0.109
H  3.94  1.81  -3.75  0.128
H  4.13  0.91  -2.24  0.099
C  6.31  -1.26  -1.03  -0.080
C  6.11  -0.49  0.29  -0.223
C  4.71  -0.63  0.89  -0.188
C  4.39  -2.01  1.25  -0.237
N  4.13  -3.09  1.47  0.080
H  5.61  -0.88  -1.79  0.053
H  6.08  -2.32  -0.91  0.077
H  7.32  -1.14  -1.39  0.081
H  6.38  0.56  0.19  0.112
H  6.82  -0.94  1.00  0.119
H  3.95  -0.24  0.21  0.091
H  4.61  -0.08  1.83  0.117
C  -0.68  0.45  -6.63  -0.085
C  -0.56  -0.44  -5.40  -0.260
C  -1.04  0.21  -4.13  -0.216
C  -2.47  0.47  -4.13  -0.249
N  -3.59  0.66  -4.09  0.190
H  0.10  1.22  -6.59  0.077
H  -1.66  0.92  -6.70  0.078
H  -0.51  -0.12  -7.54  0.078
H  0.48  -0.75  -5.26  0.087
H  -1.06  -1.40  -5.54  0.112
H  -0.52  1.14  -3.89  0.092
H  -0.85  -0.43  -3.27  0.093
C  -4.20  -2.69  3.28  -0.088
C  -2.77  -2.46  3.79  -0.245
C  -2.40  -0.97  3.90  -0.197
C  -3.00  -0.27  5.03  -0.242
N  -3.45  0.25  5.94  0.160
H  -4.35  -2.22  2.31  0.047
H  -4.92  -2.36  4.01  0.083
H  -4.35  -3.75  3.05  0.068
H  -2.03  -2.92  3.13  0.074
H  -2.65  -2.93  4.78  0.109
H  -2.67  -0.45  2.98  0.073
H  -1.31  -0.88  4.00  0.081
C  0.26  0.83  5.86  -0.092
C  0.77  1.20  4.50  -0.251
C  2.27  1.01  4.30  -0.148
C  2.63  -0.39  4.17  -0.202
N  2.91  -1.49  4.08  0.038
H  -0.83  0.90  5.90  0.055
H  0.64  1.47  6.64  0.087
H  0.44  -0.23  6.08  0.082
H  0.55  2.25  4.25  0.123
H  0.21  0.66  3.73  0.089
H  2.84  1.41  5.15  0.139
H  2.59  1.53  3.39  0.097
C  -6.78  -1.07  -0.09  -0.104
C  -5.65  -0.59  -0.98  -0.247
C  -4.27  -0.63  -0.32  -0.193
C  -4.17  0.31  0.81  -0.255
N  -4.09  1.01  1.70  0.185
H  -6.83  -0.45  0.82  0.077
H  -6.73  -2.11  0.23  0.070
H  -7.74  -0.93  -0.58  0.075
H  -5.87  0.44  -1.27  0.104
H  -5.57  -1.14  -1.92  0.108
H  -3.47  -0.43  -1.03  0.088
H  -4.04  -1.61  0.11  0.070

Properties
- Orbital gap: 7.20 eV
- Multiplicity: 1
- Net charge: +1

No. 3
One molecule with the formula CH2N2O2S, computed with ωB97M-V/def2-TZVPD.

Each line ends with the natural charge from an NBO analysis.
Element x y z (Å)
C  0.32  0.18  0.24  0.042
N  -1.69  0.97  0.06  -0.316
N  -0.69  0.60  -0.59  -0.196
O  1.59  -2.23  0.45  -0.874
O  1.62  0.27  -0.28  -0.627
S  1.15  -1.33  -0.59  1.427
H  0.08  0.36  1.43  0.218
H  -2.38  1.17  -0.72  0.325

Properties
- Orbital gap: 9.31 eV
- Multiplicity: 1
- Net charge: 0

No. 4
C47H61N3O6PS2SeSr as an isolated structure, computed with ωB97M-V/def2-TZVPD.

Each line ends with the Löwdin charge.
Element x y z (Å)
Sr  -1.46  -1.21  -0.01  1.372
C  3.94  0.44  -6.24  -0.053
C  3.34  1.47  -5.28  -0.559
C  4.46  2.33  -4.68  -0.048
C  2.42  2.40  -6.09  -0.069
C  2.58  0.77  -4.15  -0.185
C  1.24  0.97  -3.89  -0.084
C  0.61  0.35  -2.82  -0.405
Se  -1.25  0.75  -2.53  1.085
C  -1.00  2.32  -1.44  -0.399
C  -0.58  3.48  -2.06  -0.082
C  -0.26  4.62  -1.33  -0.182
C  -0.39  4.53  0.05  0.018
C  -0.82  3.39  0.72  -0.087
C  -1.17  2.24  -0.03  -0.391
O  -1.61  1.13  0.53  -0.369
C  -0.82  3.34  2.25  -0.525
C  -2.21  3.02  2.80  -0.042
C  -0.38  4.67  2.88  -0.078
C  0.20  2.28  2.70  -0.039
C  0.23  5.86  -2.06  -0.559
C  -0.83  6.34  -3.07  -0.053
C  0.53  7.02  -1.11  -0.074
C  1.52  5.53  -2.83  -0.050
C  1.31  -0.53  -1.94  -0.402
O  0.71  -1.05  -0.91  -0.358
C  2.68  -0.79  -2.24  -0.080
C  3.25  -0.12  -3.31  -0.006
C  3.60  -1.72  -1.43  -0.523
C  4.74  -0.88  -0.84  -0.053
C  2.94  -2.47  -0.26  -0.081
C  4.18  -2.79  -2.37  -0.051
H  4.49  0.94  -7.05  0.078
H  3.15  -0.17  -6.69  0.088
H  4.63  -0.23  -5.73  0.074
H  5.02  2.84  -5.48  0.079
H  5.16  1.72  -4.11  0.075
H  4.05  3.08  -4.01  0.083
H  3.00  2.88  -6.88  0.081
H  1.99  3.18  -5.47  0.070
H  1.61  1.84  -6.56  0.086
H  0.65  1.63  -4.51  0.083
H  -0.48  3.48  -3.14  0.094
H  -0.13  5.40  0.64  0.078
H  -2.94  3.77  2.48  0.092
H  -2.19  3.02  3.90  0.069
H  -2.56  2.05  2.46  0.060
H  -1.06  5.49  2.61  0.085
H  0.63  4.95  2.59  0.082
H  -0.40  4.57  3.97  0.079
H  -0.04  1.31  2.27  0.069
H  0.21  2.20  3.79  0.072
H  1.20  2.56  2.37  0.092
H  -1.75  6.60  -2.55  0.087
H  -1.06  5.57  -3.80  0.076
H  -0.47  7.23  -3.61  0.078
H  -0.35  7.32  -0.54  0.085
H  0.88  7.88  -1.67  0.079
H  1.32  6.75  -0.39  0.084
H  1.36  4.73  -3.55  0.062
H  2.30  5.19  -2.14  0.090
H  1.90  6.40  -3.36  0.080
H  4.31  -0.30  -3.51  0.096
H  4.35  -0.12  -0.16  0.090
H  5.32  -0.38  -1.61  0.070
H  5.42  -1.52  -0.27  0.078
H  2.56  -1.79  0.50  0.076
H  3.71  -3.10  0.19  0.080
H  2.13  -3.11  -0.59  0.040
H  4.74  -2.35  -3.19  0.070
H  3.37  -3.40  -2.78  0.070
H  4.85  -3.45  -1.81  0.080
N  -0.89  -2.75  -2.81  0.035
N  -1.54  -3.92  -2.42  -0.089
C  -0.90  -5.05  -2.04  -0.933
N  -1.70  -6.02  -1.53  0.090
S  0.75  -5.25  -2.22  0.578
H  -0.52  -2.89  -3.74  0.090
H  -0.06  -2.62  -2.22  0.026
H  -2.52  -3.80  -2.20  0.117
H  -2.57  -5.75  -1.08  0.061
H  -1.19  -6.76  -1.09  0.078
O  -3.79  -2.31  -0.37  -0.407
S  -3.53  -3.50  0.44  0.416
O  -4.18  -4.70  -0.02  -0.306
O  -2.09  -3.64  0.66  -0.476
C  -4.18  -3.12  2.07  -0.248
C  -5.55  -3.30  2.20  -0.054
C  -6.18  -3.01  3.41  -0.071
C  -5.43  -2.56  4.47  -0.072
C  -4.05  -2.38  4.34  -0.079
C  -3.40  -2.66  3.14  -0.297
P  -1.57  -2.33  3.00  1.088
C  -0.84  -3.97  3.21  -0.389
C  0.38  -4.22  2.58  -0.083
C  0.97  -5.47  2.66  -0.069
C  0.36  -6.48  3.38  -0.089
C  -0.85  -6.25  4.02  -0.084
C  -1.45  -5.00  3.93  -0.089
C  -1.24  -1.50  4.59  -0.381
C  -0.72  -2.13  5.72  -0.081
C  -0.52  -1.42  6.89  -0.086
C  -0.86  -0.07  6.96  -0.089
C  -1.37  0.57  5.84  -0.079
C  -1.54  -0.14  4.66  -0.106
H  -6.12  -3.66  1.35  0.117
H  -7.25  -3.14  3.51  0.104
H  -5.90  -2.33  5.42  0.104
H  -3.48  -2.02  5.18  0.097
H  0.85  -3.45  1.98  0.101
H  1.91  -5.65  2.14  0.106
H  0.82  -7.46  3.44  0.099
H  -1.34  -7.04  4.57  0.099
H  -2.41  -4.82  4.41  0.108
H  -0.47  -3.18  5.68  0.098
H  -0.12  -1.92  7.76  0.100
H  -0.70  0.48  7.88  0.099
H  -1.62  1.62  5.87  0.098
H  -1.93  0.37  3.78  0.089
O  -4.35  1.38  -0.11  -0.073
H  -3.43  1.30  0.19  -0.021
H  -4.26  1.58  -1.05  0.025

Properties
- Orbital gap: 7.01 eV
- Multiplicity: 1
- Net charge: -1

No. 5
C4H5ClN2 as an isolated structure, computed with ωB97M-V/def2-TZVPD.

Each line ends with the natural charge from an NBO analysis.
Element x y z (Å)
C  1.77  -1.26  0.30  0.205
C  -0.61  -0.10  0.47  -0.419
C  -0.61  -0.59  -0.97  -0.392
C  0.56  -0.87  -0.04  -0.036
N  2.90  -1.66  0.38  -0.348
N  3.13  1.33  0.12  -0.707
Cl  4.12  0.15  -0.24  0.424
H  -0.38  0.95  0.88  0.241
H  -1.10  -0.68  1.15  0.218
H  -1.13  -1.52  -1.18  0.237
H  -0.50  0.14  -1.74  0.240
H  2.99  1.63  1.10  0.338

Properties
- Orbital gap (alpha / beta): 7.90 / 8.10 eV
- Multiplicity: 1
- Net charge: 0

No. 6
A 2-piece molecular cluster, C4H12NO overall, computed with ωB97M-V/def2-TZVPD.

Each line ends with the natural charge from an NBO analysis.
Element x y z (Å)
C  -0.09  -0.10  0.19  -0.642
C  -0.02  -0.18  1.70  -0.233
C  2.09  0.08  2.90  0.130
N  1.15  0.57  2.20  -0.367
H  -0.13  0.92  -0.18  0.239
H  0.74  -0.61  -0.30  0.224
H  -1.01  -0.56  -0.16  0.272
H  -0.90  0.24  2.17  0.243
H  0.11  -1.21  2.04  0.223
H  2.93  0.68  3.20  0.237
H  2.02  -0.95  3.23  0.227
H  1.28  1.50  1.82  0.441
C  -1.10  -0.29  -3.26  -0.250
O  -1.75  0.58  -2.34  -0.746
H  -0.50  0.27  -3.97  0.174
H  -0.43  -0.93  -2.69  0.166
H  -1.82  -0.91  -3.80  0.181
H  -2.56  0.90  -2.76  0.478

Properties
- Orbital gap: 8.09 eV
- Multiplicity: 1
- Net charge: +1

What are the E values for these records? In order: -32596.0019, -57724.2773, -18975.9050, -163634.4071, -19724.5561, -7872.5016 eV.
What are the energy relative to the best compared isomer or geometry (same formula, charge and spin) values for these records? In order: 0.0000, 2.1007, 5.4233, 0.0000, 7.3888, 1.7894 eV.